1.
Entry from the Open Molecules 2025 dataset: a molecular structure, C27H40N5OPTi in a non-equilibrium geometry (ωB97M-V/def2-TZVPD).

The largest force on an atom comes out at 0.0251 hartree/bohr. Its charge is +4. As for the multiplicity: 1.

The geometry in XYZ format:
```
75
C27H40N5OPTi ωB97M-V/def2-TZVPD
Ti 0.083 -0.053 0.439
C 0.000 3.016 -0.175
C -1.387 2.446 -0.532
N -1.674 1.257 0.320
C -2.098 1.646 1.707
C -1.573 0.659 2.750
N -0.162 0.228 2.472
C 0.895 1.173 2.953
C 0.920 2.422 2.086
N 0.771 2.031 0.649
H 0.551 3.231 -1.089
H -0.086 3.961 0.359
H -2.163 3.202 -0.403
H -1.424 2.135 -1.575
H -2.482 0.803 -0.114
H -1.759 2.657 1.910
H -3.186 1.672 1.777
H -1.645 1.113 3.741
H -2.193 -0.238 2.756
H -0.035 -0.629 3.013
H 0.735 1.454 3.996
H 1.858 0.658 2.905
H 0.131 3.109 2.378
H 1.858 2.954 2.252
H 1.713 2.032 0.266
N -0.608 -2.652 -0.763
P -1.783 -1.758 0.132
C -2.475 -2.862 1.386
C -3.586 -3.639 1.037
C -4.070 -4.568 1.944
C -3.472 -4.710 3.191
C -2.369 -3.934 3.536
C -1.869 -3.007 2.639
C -3.087 -1.330 -1.011
C -2.994 -1.496 -2.397
C -4.071 -1.145 -3.196
C -5.221 -0.605 -2.628
C -5.312 -0.424 -1.250
C -4.250 -0.782 -0.438
C 0.545 -2.921 -0.034
C 1.303 -4.073 -0.206
C 2.381 -4.295 0.630
C 2.679 -3.359 1.629
C 1.922 -2.223 1.707
N 0.879 -1.969 0.869
H -0.939 -3.415 -1.344
H -4.064 -3.537 0.072
H -4.924 -5.175 1.673
H -3.865 -5.427 3.899
H -1.905 -4.059 4.505
H -0.996 -2.423 2.911
H -2.112 -1.931 -2.850
H -4.021 -1.302 -4.265
H -6.057 -0.337 -3.261
H -6.219 -0.029 -0.813
H -4.342 -0.700 0.641
H 1.027 -4.798 -0.962
H 2.972 -5.197 0.526
H 3.490 -3.526 2.325
H 2.144 -1.480 2.464
C 3.781 1.158 -1.054
C 3.020 -0.006 -0.451
O 1.608 -0.062 -0.883
C 1.439 -0.533 -2.266
C 0.154 0.056 -2.808
H 4.810 1.113 -0.693
H 3.382 2.136 -0.773
H 3.827 1.108 -2.142
H 3.007 0.065 0.639
H 3.487 -0.952 -0.729
H 1.431 -1.622 -2.263
H 2.292 -0.194 -2.849
H -0.695 -0.144 -2.135
H -0.083 -0.404 -3.767
H 0.259 1.127 -2.983
```


2.
Entry from the Open Molecules 2025 dataset: a single C27H40O2 molecule (ωB97M-V/def2-TZVPD).

The largest force on an atom comes out at 0.0168 hartree/bohr. As for the multiplicity: 1. Its SMILES is CC(C)=CCC/C(C)=C/CC/C(C)=C/CC[C@]1(C)CCc2cc(O)cc(C)c2O1.

The geometry in XYZ format:
```
69
C27H40O2 ωB97M-V/def2-TZVPD
C -1.463 -3.608 2.150
C -1.810 -3.423 0.701
C -2.201 -4.691 0.002
C -1.770 -2.225 0.131
C -2.101 -1.889 -1.291
C -3.601 -1.587 -1.481
C -4.023 -0.384 -0.678
C -4.675 -0.698 0.634
C -3.787 0.839 -1.138
C -4.067 2.138 -0.444
C -2.880 2.554 0.449
C -1.605 2.674 -0.341
C -1.435 3.965 -1.085
C -0.720 1.683 -0.353
C 0.570 1.642 -1.115
C 1.713 2.456 -0.487
C 2.227 1.913 0.865
C 1.294 2.326 2.006
C 3.641 2.439 1.162
C 4.667 1.919 0.161
C 4.453 0.454 -0.100
C 5.452 -0.301 -0.704
C 5.278 -1.654 -0.934
O 6.241 -2.423 -1.527
C 4.091 -2.266 -0.545
C 3.082 -1.537 0.052
C 1.799 -2.181 0.476
C 3.261 -0.161 0.266
O 2.225 0.490 0.871
H -1.237 -2.658 2.627
H -2.291 -4.078 2.681
H -0.596 -4.260 2.249
H -1.467 -5.471 0.203
H -2.286 -4.559 -1.072
H -3.163 -5.040 0.379
H -1.495 -1.377 0.745
H -1.823 -2.710 -1.956
H -1.534 -1.006 -1.591
H -4.179 -2.461 -1.176
H -3.781 -1.407 -2.543
H -4.049 -1.390 1.196
H -4.843 0.190 1.236
H -5.635 -1.187 0.462
H -3.296 0.938 -2.098
H -4.963 2.066 0.175
H -4.243 2.912 -1.193
H -2.759 1.803 1.232
H -3.113 3.511 0.923
H -0.707 3.877 -1.886
H -2.384 4.287 -1.509
H -1.097 4.746 -0.402
H -0.939 0.797 0.228
H 0.414 2.029 -2.126
H 0.897 0.605 -1.206
H 2.533 2.457 -1.207
H 1.393 3.488 -0.338
H 1.283 3.408 2.109
H 1.638 1.885 2.939
H 0.285 1.981 1.808
H 3.629 3.530 1.167
H 3.918 2.096 2.162
H 5.675 2.078 0.552
H 4.604 2.474 -0.781
H 6.377 0.184 -0.990
H 7.005 -1.874 -1.733
H 3.973 -3.323 -0.720
H 1.581 -1.933 1.512
H 1.853 -3.260 0.366
H 0.970 -1.812 -0.125
```


3.
Entry from the Open Molecules 2025 dataset: a molecular structure, C27H41F6N4O8S3SbTi in a non-equilibrium geometry (ωB97M-V/def2-TZVPD).

The largest force on an atom comes out at 0.0436 hartree/bohr. Its charge is -2. As for the multiplicity: 1.

The geometry in XYZ format:
```
91
C27H41F6N4O8S3SbTi ωB97M-V/def2-TZVPD
Ti -0.176 0.038 0.398
C 2.081 -2.313 0.049
N 1.842 -1.232 1.037
C 1.695 -1.848 2.386
C 2.911 -0.262 1.155
C 4.247 -0.603 1.226
C 5.209 0.355 1.530
C 4.799 1.644 1.824
C 3.455 1.993 1.789
C 2.484 1.053 1.419
N 1.117 1.244 1.401
C 0.531 2.517 1.521
C 1.038 3.739 1.091
C 0.279 4.897 1.204
C -0.998 4.855 1.732
C -1.543 3.632 2.104
C -0.793 2.481 1.981
N -1.310 1.149 2.193
C -2.779 1.063 2.145
C -0.842 0.602 3.484
H 3.145 -2.507 -0.092
H 1.602 -3.220 0.416
H 1.639 -2.060 -0.909
H 2.590 -2.437 2.607
H 1.596 -1.055 3.126
H 0.826 -2.500 2.421
H 4.546 -1.630 1.062
H 6.258 0.087 1.553
H 5.529 2.395 2.101
H 3.159 2.988 2.080
H 1.999 3.777 0.597
H 0.687 5.832 0.839
H -1.596 5.755 1.797
H -2.568 3.575 2.440
H -3.144 1.533 1.239
H -3.062 0.013 2.152
H -3.206 1.553 3.030
H -1.314 1.163 4.298
H -1.127 -0.446 3.546
H 0.237 0.698 3.557
F -0.001 -4.631 4.301
C -0.292 -4.707 2.905
F -1.111 -5.852 2.882
F 0.948 -5.269 2.441
S -1.929 -2.533 1.275
O -0.736 -1.414 1.326
O -2.815 -2.171 2.369
N -2.734 -1.993 -0.127
S -1.916 -1.731 -1.396
O -2.560 -1.305 -2.595
O -0.483 -1.221 -1.210
C -1.432 -3.478 -1.864
F -2.494 -4.289 -1.787
F -0.971 -3.544 -3.129
F -0.480 -3.976 -1.070
O -2.173 2.980 -0.867
S -1.624 1.735 -1.354
O -1.650 1.563 -2.782
O -0.162 1.587 -0.859
O -2.195 0.570 -0.571
C 5.357 0.192 -2.269
C 4.214 -0.267 -3.173
C 4.624 -0.179 -4.640
Sb 2.323 0.586 -2.441
C 2.687 2.716 -2.810
C 3.626 3.046 -3.967
C 1.406 3.540 -2.918
C 1.032 -0.052 -4.060
C 1.114 0.711 -5.376
C 1.234 -1.552 -4.258
H 6.247 -0.434 -2.407
H 5.088 0.159 -1.212
H 5.651 1.221 -2.493
H 4.031 -1.326 -2.951
H 4.850 0.844 -4.945
H 3.858 -0.560 -5.314
H 5.532 -0.773 -4.809
H 3.186 3.003 -1.877
H 3.238 2.671 -4.917
H 4.626 2.637 -3.826
H 3.728 4.135 -4.064
H 0.914 3.393 -3.881
H 1.648 4.607 -2.832
H 0.683 3.300 -2.142
H 0.038 0.109 -3.637
H 2.112 0.682 -5.822
H 0.828 1.756 -5.254
H 0.418 0.271 -6.101
H 2.200 -1.783 -4.714
H 0.452 -1.955 -4.909
H 1.166 -2.099 -3.315
```


Across the entries above, ΔE to the lowest compared entry with this formula, charge and spin takes the values 11.7; 14.0; 249.5 kJ/mol, respectively.